114
Properties=species:S:1:pos:R:3 method="wB97M-V/def2-TZVPD" max_force_ev_per_a=4.500 total_charge=+1 e_lumo_ev="-3.074 / -5.830" mol_weight_g_mol=1031.0 multiplicity=5
Fe -1.335 -0.744 -0.586
Cl -2.012 -6.327 4.209
C -2.027 -4.811 3.210
C -2.678 -3.671 3.659
C -2.771 -2.564 2.839
C -2.239 -2.588 1.513
O -2.403 -1.521 0.755
C -1.473 -3.751 1.091
C -0.927 -3.903 -0.246
N -0.792 -2.895 -1.076
C -0.259 -3.151 -2.368
C 0.190 -4.356 -2.898
C 0.833 -4.386 -4.176
C 1.031 -3.197 -4.867
C 0.620 -1.955 -4.376
C 0.778 -0.749 -5.060
C 0.442 0.441 -4.410
C -0.162 0.356 -3.167
N -0.322 -0.767 -2.470
C 0.016 -1.941 -3.074
C -1.376 -4.849 1.953
H -3.292 -3.651 4.615
H -3.390 -1.684 3.004
H -0.464 -4.866 -0.506
H -0.006 -5.341 -2.408
H 1.331 -5.311 -4.473
H 1.461 -3.183 -5.858
H 1.099 -0.664 -6.084
H 0.405 1.393 -4.882
H -0.341 1.281 -2.578
H -0.693 -5.672 1.760
C -4.653 -1.001 -1.514
C -4.790 0.394 -0.742
C -5.989 1.158 -1.286
Sb -2.898 1.449 -0.943
C -3.119 2.318 -2.978
C -4.089 3.534 -2.924
C -3.365 1.259 -4.052
C -3.041 3.236 0.364
C -4.426 3.562 0.761
C -2.200 3.126 1.640
H -5.535 -1.574 -1.313
H -3.777 -1.545 -1.168
H -4.610 -0.788 -2.580
H -5.009 0.136 0.320
H -5.806 1.435 -2.310
H -6.097 2.118 -0.810
H -6.983 0.641 -1.221
H -2.125 2.803 -3.096
H -5.084 3.219 -3.123
H -3.807 4.245 -3.594
H -3.994 4.028 -1.956
H -4.263 0.783 -3.965
H -2.644 0.441 -4.177
H -3.329 1.789 -4.989
H -2.620 4.000 -0.207
H -5.002 2.954 1.417
H -5.140 3.841 -0.087
H -4.403 4.452 1.424
H -2.496 2.286 2.213
H -2.336 4.003 2.336
H -1.163 2.886 1.348
C 2.239 0.486 0.391
C 2.837 0.394 -1.030
As 4.153 1.915 -1.303
C 3.221 3.195 -0.164
C 2.158 3.823 -0.751
C 1.531 4.867 -0.074
C 1.787 5.088 1.266
C 2.912 4.407 1.866
C 3.656 3.522 1.135
C 5.581 1.004 -0.302
C 6.670 0.710 -1.105
C 7.728 -0.003 -0.589
C 7.737 -0.412 0.709
C 6.685 -0.007 1.583
C 5.580 0.659 1.067
P 0.710 -0.401 0.908
C 1.316 -2.017 1.453
C 2.207 -2.712 0.608
C 2.827 -3.838 1.025
C 2.445 -4.394 2.262
C 1.476 -3.755 3.018
C 0.939 -2.507 2.675
C 0.357 0.320 2.531
C 1.413 0.798 3.346
C 1.260 1.047 4.686
C -0.025 0.999 5.234
C -1.079 0.463 4.448
C -0.909 0.254 3.088
H 1.879 1.457 0.666
H 3.135 0.199 1.115
H 2.097 0.319 -1.866
H 3.384 -0.581 -1.208
H 1.875 3.605 -1.767
H 0.677 5.399 -0.558
H 1.250 5.753 1.856
H 3.228 4.769 2.837
H 4.585 3.139 1.517
H 6.738 1.067 -2.128
H 8.567 -0.338 -1.235
H 8.599 -0.911 1.074
H 6.757 -0.421 2.591
H 4.737 0.891 1.739
H 2.465 -2.352 -0.440
H 3.545 -4.331 0.395
H 2.989 -5.262 2.638
H 1.187 -4.196 3.965
H 0.179 -2.034 3.325
H 2.310 0.922 2.813
H 2.091 1.352 5.325
H -0.293 1.164 6.256
H -2.122 0.410 4.850
H -1.722 -0.086 2.427